Entry 1:
A structure of composition C12H28AgFN4O4 in a non-equilibrium geometry. Source: the Open Molecules 2025 dataset; level of theory: ωB97M-V with the def2-TZVPD basis set.

Properties
Relative energy (zero: lowest compared OMol25 entry of this formula, charge and spin), kcal per mole: 31.1
LUMO, eV: 0.28
Frontier orbital gap, hartree: 0.328
HOMO level, eV: -8.7

Geometry as ORCA input:
```
! RIJCOSX wB97M-V def2-TZVPD def2/J DEFGRID3
* xyz 0 1
Ag 1.823 2.429 -1.349
F 1.098 0.418 -0.436
C 3.415 1.809 1.620
O 3.536 2.456 0.573
N 4.215 1.951 2.786
C 3.861 1.243 4.023
C 5.337 2.818 2.988
H 2.589 1.095 1.762
H 2.929 0.678 4.020
H 3.683 1.982 4.804
H 4.647 0.580 4.384
H 5.495 3.498 2.152
H 5.237 3.390 3.910
H 6.263 2.277 3.187
C -0.899 3.835 -2.767
O 0.258 3.798 -2.434
N -1.928 3.061 -2.274
C -3.278 3.303 -2.783
C -1.778 2.157 -1.148
H -1.173 4.528 -3.577
H -3.660 2.559 -3.482
H -3.297 4.201 -3.400
H -3.947 3.423 -1.931
H -1.421 2.676 -0.258
H -2.717 1.723 -0.803
H -1.121 1.373 -1.523
C 0.075 -2.645 -2.233
O 0.740 -3.614 -2.570
N -1.268 -2.637 -2.415
C -2.099 -1.550 -2.032
C -2.049 -3.748 -2.919
H 0.319 -1.733 -1.666
H -1.560 -0.606 -2.106
H -2.689 -1.641 -1.120
H -2.910 -1.625 -2.758
H -2.643 -4.108 -2.080
H -2.805 -3.440 -3.641
H -1.509 -4.588 -3.356
C -1.542 -1.339 1.289
O -2.656 -0.963 1.673
N -1.024 -2.506 1.607
C 0.392 -2.721 1.304
C -1.749 -3.542 2.388
H -0.846 -0.677 0.750
H 0.537 -3.553 0.615
H 0.827 -2.960 2.274
H 1.069 -1.916 1.017
H -2.071 -4.399 1.796
H -1.134 -3.732 3.267
H -2.571 -3.018 2.873
*
```

natural (NBO) population analysis, charges in e, atoms 1 to 4:
1 Ag 0.92
2 F -0.95
3 C 0.56
4 O -0.67

---

Entry 2:
A structure of composition C12H28AlBeCl3F2KN2O10P2S in a non-equilibrium geometry. Source: the Open Molecules 2025 dataset; level of theory: ωB97M-V with the def2-TZVPD basis set.

Properties
LUMO, eV: -8.44
Frontier orbital gap, hartree: 0.062
HOMO level, eV: -10.1

Geometry as ORCA input:
```
! RIJCOSX wB97M-V def2-TZVPD def2/J DEFGRID3
* xyz 1 1
O 2.714 -1.478 2.584
C 2.574 -0.393 3.012
O 3.505 0.161 3.799
C 1.294 0.452 2.712
C 0.975 0.528 1.237
C -0.505 0.786 0.888
C -1.362 1.302 2.049
C -2.531 2.141 1.571
S -4.062 1.283 1.514
O -4.476 1.044 0.137
O -4.093 0.057 2.304
O -5.166 2.302 2.201
N 1.568 1.569 3.472
F 0.796 1.562 4.640
P 1.804 3.135 2.970
P 3.603 2.562 1.949
O 4.551 2.739 3.124
O 3.674 1.031 1.562
O 3.977 3.414 0.725
H 0.471 -0.081 3.178
H 1.608 1.191 0.660
H 1.214 -0.446 0.840
H -0.949 -0.152 0.569
H -0.591 1.435 0.025
H -0.841 1.897 2.786
H -1.733 0.433 2.580
H -2.662 2.985 2.306
H -2.337 2.611 0.615
H -5.689 1.825 2.868
H 0.956 3.756 1.960
H 4.050 0.531 2.300
H 3.908 4.347 1.012
Be 3.800 1.421 4.022
Cl 2.881 0.998 6.272
C 0.236 -2.195 -6.325
O -0.927 -2.069 -5.522
C -1.448 -3.308 -5.076
C -1.319 -3.420 -3.567
N 0.066 -3.560 -3.171
C 0.307 -3.456 -1.776
C 0.007 -2.051 -1.151
O 0.824 -1.044 -1.575
C 0.391 -0.460 -2.773
H 0.490 -1.206 -6.697
H 1.085 -2.575 -5.742
H 0.055 -2.853 -7.179
H -0.974 -4.152 -5.582
H -2.510 -3.322 -5.331
H -1.883 -4.289 -3.218
H -1.770 -2.492 -3.111
H 0.615 -2.848 -3.653
H 1.361 -3.686 -1.603
H -0.272 -4.211 -1.244
H 0.181 -2.144 -0.074
H -1.064 -1.774 -1.292
H -0.719 -0.545 -2.868
H 0.871 -0.950 -3.640
H 0.702 0.584 -2.777
Al 2.702 3.367 6.198
Cl 1.332 5.474 1.156
Cl -2.760 3.364 4.265
F -2.234 -0.996 -2.315
K -6.273 -0.130 1.199
*
```

natural (NBO) population analysis, charges in e, atoms 1 to 4:
1 O -0.54
2 C 0.80
3 O -1.08
4 C -0.22

---

Entry 3:
A structure of composition C12H28BCeN2O2P2 in a non-equilibrium geometry. Source: the Open Molecules 2025 dataset; level of theory: ωB97M-V with the def2-TZVPD basis set.

Properties
Relative energy (zero: lowest compared OMol25 entry of this formula, charge and spin), kcal per mole: 0.0
LUMO (spin up / spin down), eV: -0.14 / -0.16
Frontier orbital gap (spin up / spin down), hartree: 0.148 / 0.145
HOMO level (spin up / spin down), eV: -4.2 / -4.1

Geometry as ORCA input:
```
! RIJCOSX wB97M-V def2-TZVPD def2/J DEFGRID3
* xyz 0 2
C 0.900 -1.290 -4.140
C 1.002 -1.181 -2.754
N -0.103 -1.123 -1.959
C -1.308 -1.416 -2.518
C -1.465 -1.538 -3.899
C -0.354 -1.426 -4.728
C 2.384 -1.213 -2.133
P 2.561 -0.535 -0.409
Ce -0.116 0.300 0.117
P -2.983 -0.551 -0.287
C -2.497 -1.714 -1.603
O 1.610 4.066 -3.207
O -0.197 2.717 0.451
H 1.812 -1.262 -4.737
H -2.462 -1.717 -4.304
H -0.455 -1.476 -5.809
C 3.561 -1.832 0.398
C 3.769 0.816 -0.683
H -3.400 -1.807 -2.228
H -2.345 -2.681 -1.088
H 3.043 -0.700 -2.726
H 2.733 -2.259 -2.054
C -4.593 -1.004 0.349
C -3.026 1.127 -0.964
H -0.172 5.260 0.745
H 0.182 3.611 0.298
H 2.395 4.390 -3.561
H 1.140 3.675 -3.965
H -2.133 -0.690 0.874
H 0.229 5.940 1.162
H 4.621 -1.548 0.430
H 3.185 -1.952 1.424
H 3.441 -2.784 -0.134
H 4.797 0.441 -0.591
H 3.608 1.259 -1.676
H 3.595 1.592 0.077
H -4.022 1.522 -0.717
H -2.275 1.820 -0.532
H -2.916 1.104 -2.059
H -5.371 -0.339 -0.054
H -4.825 -2.049 0.096
H -4.567 -0.904 1.445
B 0.186 -0.412 4.927
C 0.140 -0.508 3.412
N 0.099 -0.550 2.230
H -0.784 0.214 5.316
H 1.213 0.154 5.255
H 0.164 -1.548 5.359
*
```

Mulliken population analysis, charges in e, atoms 1 to 4:
1 C -0.63
2 C 0.58
3 N -0.07
4 C 0.51

---

Entry 4:
A cluster of 4 separate species, C12H28N4O4 in total in a non-equilibrium geometry. Source: the Open Molecules 2025 dataset; level of theory: ωB97M-V with the def2-TZVPD basis set.

Properties
Relative energy (zero: lowest compared OMol25 entry of this formula, charge and spin), kcal per mole: 58.1
LUMO, eV: 0.52
SMILES: CNC(C)=O.CNC(C)=O.CNC(C)=O.CNC(C)=O
Frontier orbital gap, hartree: 0.356
HOMO level, eV: -9.2

Geometry as ORCA input:
```
! RIJCOSX wB97M-V def2-TZVPD def2/J DEFGRID3
* xyz 0 1
C -1.790 16.831 -15.183
N -2.354 16.282 -16.438
C -2.013 16.705 -17.637
C -2.727 16.020 -18.791
O -1.100 17.511 -17.817
H -2.549 16.505 -14.472
H -2.007 17.896 -15.268
H -0.763 16.696 -14.845
H -3.117 15.620 -16.422
H -3.187 16.678 -19.529
H -3.575 15.482 -18.368
H -2.081 15.358 -19.368
C 3.348 12.174 -21.984
N 4.081 10.937 -21.815
C 3.560 9.878 -21.246
C 3.949 8.566 -21.681
O 2.701 9.991 -20.347
H 2.694 12.438 -21.153
H 2.800 12.321 -22.915
H 3.949 13.078 -22.079
H 4.822 10.729 -22.469
H 3.684 8.376 -22.721
H 3.472 7.805 -21.063
H 5.029 8.551 -21.533
C -3.453 14.708 -22.693
N -1.995 14.877 -22.297
C -1.104 13.969 -22.152
C 0.177 14.310 -21.355
O -1.220 12.860 -22.505
H -4.079 14.547 -21.815
H -3.651 13.781 -23.231
H -3.734 15.640 -23.182
H -1.848 15.827 -21.986
H 0.034 13.947 -20.337
H 0.412 15.368 -21.464
H 1.032 13.721 -21.687
C -4.833 12.821 -25.889
N -3.862 12.012 -25.152
C -4.268 11.055 -24.331
C -3.304 10.298 -23.512
O -5.397 10.723 -24.276
H -4.640 12.815 -26.961
H -4.735 13.823 -25.470
H -5.864 12.468 -25.879
H -2.987 12.440 -24.884
H -3.337 9.214 -23.625
H -3.356 10.489 -22.440
H -2.309 10.606 -23.832
*
```

natural (NBO) population analysis, charges in e, atoms 1 to 4:
1 C -0.42
2 N -0.59
3 C 0.66
4 C -0.70

---

Entry 5:
A cluster of 4 separate species, C12H28N4O4 in total in a non-equilibrium geometry. Source: the Open Molecules 2025 dataset; level of theory: ωB97M-V with the def2-TZVPD basis set.

Properties
Relative energy (zero: lowest compared OMol25 entry of this formula, charge and spin), kcal per mole: 53.6
LUMO, eV: 0.52
SMILES: CN(C)C=O.CN(C)C=O.CN(C)C=O.CN(C)C=O
Frontier orbital gap, hartree: 0.351
HOMO level, eV: -9.0

Geometry as ORCA input:
```
! RIJCOSX wB97M-V def2-TZVPD def2/J DEFGRID3
* xyz 0 1
C 2.972 1.052 -3.579
N 2.535 -0.330 -3.671
C 3.397 -1.235 -4.404
C 1.332 -0.687 -3.198
O 0.565 0.073 -2.642
H 2.409 1.613 -2.843
H 2.847 1.506 -4.569
H 4.039 1.131 -3.371
H 3.673 -0.738 -5.336
H 4.260 -1.563 -3.828
H 2.845 -2.128 -4.704
H 1.088 -1.747 -3.343
C -3.102 -3.795 -2.082
N -1.912 -3.227 -1.441
C -2.070 -1.939 -0.784
C -0.863 -4.031 -1.186
O 0.095 -3.806 -0.464
H -3.781 -4.140 -1.300
H -2.896 -4.631 -2.744
H -3.563 -2.985 -2.645
H -1.213 -1.843 -0.131
H -2.023 -1.170 -1.559
H -3.007 -1.851 -0.235
H -0.962 -5.003 -1.702
C 0.951 -0.993 0.869
N 1.342 0.348 1.249
C 1.341 0.675 2.643
C 1.736 1.211 0.289
O 2.288 2.274 0.498
H 0.035 -1.329 1.347
H 1.755 -1.721 0.981
H 0.746 -1.023 -0.203
H 1.615 1.718 2.787
H 0.384 0.505 3.148
H 2.049 0.058 3.209
H 1.460 0.841 -0.707
C -1.936 2.657 2.602
N -1.828 3.092 3.982
C -1.317 4.425 4.171
C -2.507 2.439 4.953
O -2.628 2.837 6.091
H -2.694 3.267 2.103
H -2.185 1.605 2.467
H -0.972 2.740 2.094
H -1.206 4.724 5.209
H -0.281 4.488 3.815
H -1.906 5.144 3.601
H -2.908 1.491 4.564
*
```

natural (NBO) population analysis, charges in e, atoms 1 to 4:
1 C -0.42
2 N -0.42
3 C -0.40
4 C 0.53

---

Entry 6:
A structure of composition C12H28NNdO5P2S in a non-equilibrium geometry. Source: the Open Molecules 2025 dataset; level of theory: ωB97M-V with the def2-TZVPD basis set.

Properties
Relative energy (zero: lowest compared OMol25 entry of this formula, charge and spin), kcal per mole: 0.0
LUMO (spin up / spin down), eV: 0.47 / 0.47
Frontier orbital gap (spin up / spin down), hartree: 0.296 / 0.295
HOMO level (spin up / spin down), eV: -7.6 / -7.6

Geometry as ORCA input:
```
! RIJCOSX wB97M-V def2-TZVPD def2/J DEFGRID3
* xyz 0 4
C -0.790 0.663 -3.640
C -0.780 0.143 -2.334
N 0.094 0.559 -1.372
C 0.835 1.653 -1.673
C 0.838 2.275 -2.926
C 0.028 1.761 -3.954
C -1.795 -0.948 -2.041
P -2.324 -0.978 -0.263
Nd 0.220 -0.898 1.161
P 2.264 1.151 0.680
C 1.733 2.308 -0.635
O -0.540 -3.450 -2.454
O 0.287 -3.225 0.008
H -1.456 0.211 -4.386
H 1.484 3.146 -3.080
H 0.032 2.205 -4.948
C -3.768 0.123 -0.285
C -3.096 -2.628 -0.187
H 2.649 2.694 -1.125
H 1.193 3.149 -0.160
H -1.296 -2.022 -2.328
H -2.716 -0.785 -2.658
C 2.634 2.337 2.006
C 3.904 0.627 0.088
H 1.545 -2.504 -0.103
H 0.593 -4.021 0.510
H -0.078 -3.488 -1.531
H 0.153 -3.479 -3.151
H -0.616 1.114 1.302
H 2.103 -1.922 -0.091
H -4.573 -0.270 -0.919
H -4.132 0.212 0.745
H -3.480 1.119 -0.646
H -3.922 -2.716 -0.897
H -2.362 -3.413 -0.390
H -3.478 -2.764 0.828
H 4.552 1.495 -0.059
H 4.311 -0.048 0.849
H 3.759 0.078 -0.850
H 3.542 2.889 1.765
H 1.796 3.026 2.132
H 2.780 1.768 2.925
C -0.546 1.263 4.474
S -0.007 -0.456 4.138
O 1.225 -0.355 3.244
O 0.148 -1.185 5.383
O -1.029 -1.045 3.184
H 0.301 1.752 4.939
H -1.349 1.155 5.185
H -0.870 1.722 3.541
*
```

natural (NBO) population analysis, charges in e, atoms 1 to 4:
1 C -0.27
2 C 0.26
3 N -0.49
4 C 0.24

---

Entry 7:
A cluster of 4 separate species, C12H28NO6S3 in total in a non-equilibrium geometry. Source: the Open Molecules 2025 dataset; level of theory: ωB97M-V with the def2-TZVPD basis set.

Properties
Relative energy (zero: lowest compared OMol25 entry of this formula, charge and spin), kcal per mole: 0.0
LUMO, eV: -2.66
Frontier orbital gap, hartree: 0.365
HOMO level, eV: -12.6

Geometry as ORCA input:
```
! RIJCOSX wB97M-V def2-TZVPD def2/J DEFGRID3
* xyz 1 1
N -1.238 2.691 -0.794
H -1.277 2.156 -1.567
H -0.211 2.625 -0.276
H -1.871 2.198 -0.253
H -1.441 3.709 -0.731
C 5.049 0.977 -1.235
C 4.608 1.989 -0.173
C 3.737 3.020 -0.931
S 2.988 2.155 -2.245
O 3.389 2.731 -3.493
O 1.592 1.875 -2.090
C 3.864 0.654 -2.250
H 5.294 0.036 -0.620
H 5.884 1.534 -1.719
H 5.628 2.514 0.318
H 3.934 1.456 0.589
H 4.324 3.483 -1.609
H 2.997 3.686 -0.515
H 4.323 0.357 -3.197
H 3.268 -0.060 -1.742
C -4.450 -2.681 -2.126
C -3.517 -2.995 -1.080
C -3.789 -2.075 0.143
S -4.049 -0.496 -0.720
O -2.851 0.135 -1.080
O -4.973 0.347 -0.071
C -4.669 -1.170 -2.233
H -5.476 -3.085 -1.808
H -4.281 -3.174 -3.288
H -2.538 -2.706 -1.396
H -3.443 -4.061 -0.882
H -3.132 -1.839 0.893
H -4.672 -2.400 0.585
H -4.089 -0.645 -3.042
H -5.655 -0.753 -2.425
C 0.564 -1.092 4.146
C -0.401 -1.743 3.155
C 0.018 -1.497 1.765
S 1.090 -0.012 1.848
O 0.478 1.071 1.027
O 2.466 -0.293 1.752
C 0.876 0.240 3.627
H 1.417 -1.737 4.143
H 0.204 -1.070 5.213
H -1.388 -1.240 3.174
H -0.508 -2.749 3.357
H -0.750 -1.400 0.739
H 0.694 -2.224 1.168
H 0.082 1.101 3.869
H 1.908 0.472 4.101
*
```

natural (NBO) population analysis, charges in e, atoms 1 to 4:
1 N -0.87
2 H 0.45
3 H 0.51
4 H 0.44

---

Entry 8:
A structure of composition C12H29AlF5NO5PS in a non-equilibrium geometry. Source: the Open Molecules 2025 dataset; level of theory: ωB97M-V with the def2-TZVPD basis set.

Properties
LUMO, eV: 2.12
Frontier orbital gap, hartree: 0.234
HOMO level, eV: -4.2

Geometry as ORCA input:
```
! RIJCOSX wB97M-V def2-TZVPD def2/J DEFGRID3
* xyz -1 1
C -0.949 3.122 -0.523
C -1.874 4.306 -1.040
N -1.866 5.533 -0.209
Al -0.125 6.208 0.146
O 1.185 5.663 -1.034
P -0.284 8.565 -0.117
S -0.088 8.872 -2.072
C 0.376 5.792 2.096
F 0.684 4.403 2.223
F -0.680 6.056 3.001
C 1.639 6.597 2.634
F 1.364 7.888 3.052
F 2.688 6.676 1.736
F 2.142 5.903 3.760
H -1.207 2.728 0.504
H 0.158 3.343 -0.533
H -1.100 2.250 -1.250
H -1.656 4.493 -2.140
H -2.949 3.908 -1.015
H -2.424 5.407 0.647
H 2.041 6.040 -0.755
H 0.707 9.261 0.650
H -1.601 9.023 0.226
C -0.781 -1.601 -1.289
O -0.392 -0.563 -0.403
C -0.392 -0.985 0.957
C 1.023 -1.231 1.458
O 1.599 -2.375 0.830
C 2.536 -2.024 -0.176
H -0.608 -1.257 -2.310
H -0.198 -2.511 -1.125
H -1.847 -1.817 -1.169
H -1.016 -1.875 1.091
H -0.834 -0.171 1.541
H 0.985 -1.442 2.531
H 1.650 -0.346 1.310
H 3.437 -1.604 0.283
H 2.115 -1.309 -0.886
H 2.811 -2.932 -0.716
C -1.748 -7.604 0.450
O -1.002 -8.102 -0.650
C -1.150 -7.293 -1.815
C 0.079 -6.426 -2.045
O 0.193 -5.419 -1.044
C 1.189 -5.723 -0.078
H -1.467 -8.175 1.336
H -1.537 -6.548 0.634
H -2.819 -7.742 0.270
H -2.055 -6.680 -1.755
H -1.261 -7.977 -2.663
H -0.029 -5.909 -3.004
H 0.986 -7.037 -2.091
H 2.184 -5.635 -0.528
H 1.057 -6.727 0.335
H 1.110 -4.999 0.733
*
```

natural (NBO) population analysis, charges in e, atoms 1 to 4:
1 C -0.65
2 C -0.21
3 N -1.16
4 Al 1.63

---

Number 1: E -33763.6398 eV. Number 2: E -132078.8404 eV. Number 3: E -52150.5831 eV. Number 4: E -27048.1121 eV. Number 5: E -27048.3056 eV. Number 6: E -69315.9839 eV. Number 7: E -59167.5989 eV. Number 8: E -64952.3663 eV.